ORCA calculation (ωB97M-V/def2-TZVPD) on C11H18O9P2S as an isolated structure at a distorted geometry.

The geometry in XYZ format:
```
41
Properties=species:S:1:pos:R:3:lowdin_charge:R:1
O 3.59 -1.89 -0.97 -0.287
P 4.11 -1.08 -2.09 0.497
O 4.06 -1.92 -3.47 -0.116
O 5.69 -0.78 -1.78 -0.127
C 3.16 0.54 -2.20 -0.231
O 1.78 0.17 -2.08 -0.207
P 0.88 1.13 -1.14 0.478
O 0.12 2.16 -1.86 -0.236
O 1.70 1.81 0.08 -0.105
O -0.25 0.14 -0.41 -0.208
C -0.31 -1.03 -1.23 -0.290
C 0.38 -2.22 -0.88 -0.022
C 0.30 -3.33 -1.76 -0.081
C -0.46 -3.22 -2.94 -0.104
C -1.18 -2.04 -3.26 -0.075
C -1.11 -0.92 -2.40 -0.009
H 3.19 -2.33 -3.59 0.094
H 5.73 -0.33 -0.92 0.086
H 3.42 0.99 -3.18 0.118
H 3.56 1.17 -1.38 0.100
H 1.15 2.55 0.39 0.094
H 0.97 -2.20 0.05 0.122
H 0.87 -4.24 -1.50 0.108
H -0.51 -4.07 -3.64 0.098
H -1.77 -1.94 -4.19 0.103
H -1.64 0.03 -2.59 0.128
C -2.77 2.46 4.12 -0.224
C -2.21 1.07 4.45 -0.217
C -2.53 0.15 3.26 -0.215
S -2.63 1.21 1.82 0.707
O -3.98 1.21 1.33 -0.309
O -1.50 0.95 0.95 -0.321
C -2.35 2.75 2.69 -0.231
H -2.40 3.22 4.81 0.114
H -3.86 2.44 4.19 0.120
H -1.12 1.14 4.58 0.116
H -2.62 0.67 5.38 0.113
H -1.76 -0.60 3.11 0.104
H -3.50 -0.33 3.39 0.105
H -2.92 3.55 2.23 0.109
H -1.28 2.98 2.63 0.102
```

The energy relative to the best compared isomer or geometry (same formula, charge and spin) is 0.0 kcal/mol. The highest occupied orbital energy comes out at -8.78 eV. The value obtained for the maximum force is 6.18 eV Å⁻¹. The total charge is 0. For the orbital gap, the calculation gives 9.050 eV. As for the spin multiplicity: 1. The value obtained for the total energy is -59542.2167 eV.

***

ORCA calculation (ωB97M-V/def2-TZVPD) on C23H22Br3NO3S3Tc as an isolated structure at a distorted geometry.

The geometry in XYZ format:
```
56
Properties=species:S:1:pos:R:3:mulliken_spin:R:1
Tc -0.88 0.19 1.40 2.797
C -3.63 -2.32 1.33 -0.003
C -3.69 -1.58 2.65 0.001
S -3.00 0.10 2.68 0.008
C -4.21 1.11 1.71 0.018
C -3.52 2.14 0.81 0.034
S -1.74 2.37 1.11 0.085
C -1.27 0.00 -0.75 -0.152
C -2.26 -1.14 -0.87 0.015
S -1.98 -2.32 0.53 0.104
H -4.35 -1.94 0.61 0.002
H -3.87 -3.37 1.51 0.001
H -3.11 -2.10 3.42 0.001
H -4.72 -1.51 2.99 0.000
H -4.84 1.59 2.45 -0.004
H -4.82 0.42 1.13 -0.003
H -3.95 3.13 0.98 -0.004
H -3.64 1.89 -0.24 0.007
H 0.41 0.56 -1.72 0.004
H -1.68 0.85 -1.31 -0.001
H -2.21 -1.69 -1.80 0.001
H -3.27 -0.74 -0.77 0.001
C 1.37 2.43 -0.38 0.015
C 1.99 1.65 0.73 -0.011
C 3.32 1.95 1.06 -0.012
C 3.95 1.33 2.11 0.023
C 3.24 0.36 2.84 -0.005
C 3.74 -0.33 3.98 0.023
Br 5.48 0.05 4.62 0.002
C 2.96 -1.25 4.65 -0.012
C 1.66 -1.51 4.23 0.013
Br 0.55 -2.72 5.15 0.005
C 1.12 -0.85 3.12 -0.005
O -0.10 -1.00 2.72 0.062
C 1.92 0.09 2.42 -0.002
N 1.30 0.72 1.39 -0.012
H 1.41 3.49 -0.11 0.001
H 0.33 2.19 -0.54 -0.018
H 1.97 2.33 -1.28 0.002
H 3.83 2.70 0.49 0.001
H 4.96 1.59 2.38 0.001
H 3.36 -1.75 5.53 0.000
Br -0.63 1.74 -3.71 0.003
C 0.66 0.49 -4.38 -0.002
C 1.33 0.85 -5.53 0.000
C 2.26 -0.01 -6.10 0.000
C 2.48 -1.26 -5.54 0.000
C 1.78 -1.65 -4.42 0.000
C 0.87 -0.77 -3.79 0.004
C 0.19 -1.33 -2.65 -0.007
O -0.16 -2.42 -2.41 0.001
O 0.02 -0.32 -1.48 0.021
H 1.13 1.81 -5.99 0.000
H 2.79 0.30 -6.99 0.000
H 3.19 -1.94 -5.98 0.000
H 1.92 -2.63 -3.99 0.000
```

The energy relative to the best compared isomer or geometry (same formula, charge and spin) is 7.5 kcal/mol. The highest occupied orbital energy (alpha / beta) comes out at -12.99 / -13.08 eV. The value obtained for the maximum force is 3.34 eV Å⁻¹. The total charge is +2. For the orbital gap (alpha / beta), the calculation gives 6.386 / 5.690 eV. As for the spin multiplicity: 4. The value obtained for the total energy is -276656.6986 eV.

***

ORCA calculation (ωB97M-V/def2-TZVPD) on C6H12ClN in the gas phase at a distorted geometry.

The geometry in XYZ format:
```
20
Properties=species:S:1:pos:R:3:lowdin_charge:R:1
C -1.25 -1.78 0.18 -0.064
C -0.64 -0.81 -0.93 -0.388
C -0.67 0.63 -0.45 -0.528
C -0.84 1.74 -1.42 -0.035
C -1.20 0.74 0.96 -0.077
C 0.33 0.95 0.62 -0.478
H -1.15 -2.82 -0.01 0.057
H -2.20 -1.31 0.56 0.080
H -0.57 -1.77 1.08 0.064
H -1.33 -0.98 -1.85 0.157
H 0.48 -1.64 -2.37 0.059
H 1.40 -1.31 -0.88 0.049
H -0.72 2.69 -0.67 0.133
H -1.79 1.81 -2.01 0.094
H 0.02 1.56 -2.11 0.097
H -1.66 0.02 1.60 0.089
H -1.82 1.47 1.07 0.035
H 0.73 2.00 0.66 0.100
N 0.64 -1.07 -1.56 0.025
Cl 1.75 -0.06 1.30 0.533
```

The energy relative to the best compared isomer or geometry (same formula, charge and spin) is 78.3 kcal/mol. The highest occupied orbital energy comes out at -9.07 eV. The value obtained for the maximum force is 6.50 eV Å⁻¹. The total charge is 0. For the orbital gap, the calculation gives 10.015 eV. As for the spin multiplicity: 1. The value obtained for the total energy is -20426.1755 eV.